Record 1
Formula: C6H13N3
Source: the Open Molecules 2025 dataset
Level of theory: wB97M-V/def2-TZVPD

Bonds (Å) are listed after each position.
Positions of all 22 atoms, in Å:
1 C -1.8875 -0.2957 0.9866  C2 1.579, H10 1.229, H11 1.217, H12 1.143
2 C -1.2251 -0.5860 -0.4170  C1 1.579, C3 1.551, N9 1.413, H13 1.084
3 C 0.0327 -1.4896 -0.3321  C2 1.551, N4 1.441, H14 1.074, H15 1.043
4 N 1.2844 -1.1317 -0.9497  C3 1.441, C5 1.477, H16 1.055
5 C 1.9557 -0.2159 -0.0046  N4 1.477, C6 1.502, H17 1.099, H18 1.077
6 C 1.1937 0.8430 0.7392  C5 1.502, C7 1.573, H19 1.150, H20 1.113
7 C 0.4400 1.9229 -0.1212  C6 1.573, N8 1.260, H21 1.151
8 N -0.5265 1.8199 -0.9230  C7 1.260, N9 1.388
9 N -1.1129 0.5906 -1.1908  C2 1.413, N8 1.388, H22 1.034
10 H -2.6866 0.6375 0.9649  C1 1.229
11 H -2.3228 -1.3401 1.4342  C1 1.217
12 H -1.1129 0.0697 1.7434  C1 1.143
13 H -1.9189 -1.0575 -1.1034  C2 1.084
14 H 0.1450 -1.6408 0.7256  C3 1.074
15 H -0.1666 -2.3855 -0.8271  C3 1.043
16 H 1.1975 -0.7486 -1.9288  N4 1.055
17 H 2.8295 0.2011 -0.5247  C5 1.099
18 H 2.4612 -0.8043 0.7420  C5 1.077
19 H 0.4883 0.3608 1.5093  C6 1.150
20 H 1.9098 1.5133 1.2646  C6 1.113
21 H 0.9919 2.9308 -0.0586  C7 1.151
22 H -1.9698 0.8060 -1.7288  N9 1.034

Output
* LUMO energy: 0.97 eV
* ΔE to the lowest compared entry with this formula, charge and spin: 79.5 kcal per mole


Record 2
Formula: C6H13N3
Source: the Open Molecules 2025 dataset
Level of theory: wB97M-V/def2-TZVPD

Bonds (Å) are listed after each position.
Positions of all 22 atoms, in Å:
1 C 0.0012 -2.7473 -0.3518  N3 1.342, H8 1.088, H9 1.089
2 C -1.3691 0.2707 -0.9990  C4 1.522, H10 1.089, H11 1.088, H12 1.089
3 N -0.8758 -1.9218 0.2402  C1 1.342, C4 1.757, H6 1.015
4 C -0.5569 -0.1940 0.2010  C2 1.522, N3 1.757, C5 1.387, C17 1.641
5 C -0.8475 0.3090 1.4604  C4 1.387, H13 1.080, H14 1.079
6 H -1.0793 -2.1607 1.2058  N3 1.015
7 H 1.2664 -1.9679 -0.2914  N18 1.185
8 H -0.0218 -2.7454 -1.4392  C1 1.088
9 H 0.2178 -3.7021 0.1245  C1 1.089
10 H -1.0976 -0.3123 -1.8784  C2 1.089
11 H -1.2062 1.3216 -1.2285  C2 1.088
12 H -2.4286 0.1254 -0.7950  C2 1.089
13 H -0.2636 0.0163 2.3208  C5 1.080
14 H -1.6807 0.9752 1.6244  C5 1.079
15 C 0.8995 2.5066 0.1591  N16 1.450, H20 1.093, H21 1.089, H22 1.092
16 N 1.4219 1.2903 -0.4323  C15 1.450, C17 1.382, H19 1.010
17 C 1.0455 0.0055 -0.0901  C4 1.641, N16 1.382, N18 1.250
18 N 1.8520 -0.9470 -0.1529  H7 1.185, C17 1.250
19 H 2.4112 1.3245 -0.6312  N16 1.010
20 H 0.5496 2.3825 1.1868  C15 1.093
21 H 0.0680 2.9150 -0.4137  C15 1.089
22 H 1.6938 3.2561 0.1803  C15 1.092

Output
* LUMO energy: -0.36 eV
* ΔE to the lowest compared entry with this formula, charge and spin: 117.0 kcal per mole


Here are the calculated F_max numbers, same order: 3.50, 2.62 (eV Å⁻¹).
Here are the calculated DFT total energy numbers, same order: -10899.966, -10898.338 (eV).
Here are the calculated HOMO numbers, same order: -8.47, -7.08 (eV).